Record 1
{"formula": "C4H10BILiO3S", "method": "ωB97M-V/def2-TZVPD", "species": ["O", "S", "O", "C", "B", "I", "C", "C", "C", "O", "H", "H", "H", "H", "H", "H", "H", "H", "H", "H", "Li"], "xyz": [[-2.14969, -1.99626, -1.59232], [-1.38254, -1.33822, -2.59953], [-1.89400, -1.21127, -3.91809], [-1.03278, 0.29757, -1.95625], [0.35409, 0.48041, -1.27884], [2.17636, 0.05878, -2.29232], [0.44818, 0.95087, 0.22412], [0.55262, -0.35665, 1.04312], [0.67445, -0.16864, 2.56993], [0.25271, 1.11256, 3.00645], [-0.16113, -1.91858, -2.65177], [-1.85340, 0.50933, -1.27478], [-1.09497, 0.96280, -2.82097], [-0.43940, 1.52531, 0.47636], [1.30238, 1.62537, 0.31836], [1.41555, -0.95312, 0.74099], [-0.32675, -0.95025, 0.79110], [1.72718, -0.26091, 2.87819], [0.13789, -0.96565, 3.07837], [-0.68111, 1.10580, 3.22934], [1.97435, 1.49074, 2.02853]], "atomic_forces_ev_per_a": [[0.050, -0.413, 0.627], [-0.473, 0.258, 0.051], [0.097, 0.014, -0.616], [0.343, -0.039, -0.158], [0.251, 0.237, -0.013], [-0.178, -0.001, 0.050], [0.120, -0.293, -0.291], [-0.095, 0.018, 0.036], [-0.310, -0.585, -0.261], [0.460, 0.236, 0.040], [0.088, 0.001, -0.065], [-0.146, -0.018, -0.013], [0.011, 0.064, -0.039], [-0.087, -0.032, 0.249], [0.291, 0.175, -0.191], [-0.030, 0.006, -0.257], [-0.082, -0.074, 0.194], [-0.007, -0.174, 0.154], [0.141, -0.024, 0.164], [-0.111, 0.217, 0.012], [-0.335, 0.425, 0.327]], "nbo_charge": [-0.936, 2.067, -0.903, -1.128, 0.649, 0.063, -0.818, -0.464, -0.113, -0.777, -0.017, 0.278, 0.318, 0.257, 0.154, 0.237, 0.256, 0.150, 0.242, 0.522, 0.962], "gap_ev": 8.9, "e_homo_ev": -13.32, "total_charge": 1, "largest_force_ev_per_a": 0.8}



Record 2
{"formula": "C11H33N11O22", "method": "ωB97M-V/def2-TZVPD", "species": ["C", "N", "O", "O", "H", "H", "H", "C", "N", "O", "O", "H", "H", "H", "C", "N", "O", "O", "H", "H", "H", "C", "N", "O", "O", "H", "H", "H", "C", "N", "O", "O", "H", "H", "H", "C", "N", "O", "O", "H", "H", "H", "C", "N", "O", "O", "H", "H", "H", "C", "N", "O", "O", "H", "H", "H", "C", "N", "O", "O", "H", "H", "H", "C", "N", "O", "O", "H", "H", "H", "C", "N", "O", "O", "H", "H", "H"], "xyz": [[2.57234, -1.16562, 2.04451], [3.17487, -2.38586, 2.76240], [2.39749, -3.29323, 2.93343], [4.28989, -2.27800, 3.26104], [2.89307, -0.23672, 2.51608], [1.50524, -1.31225, 2.21155], [2.74310, -1.16440, 0.96797], [1.20012, -3.45488, 0.48507], [2.51114, -3.29001, -0.21548], [2.52784, -3.44110, -1.44669], [3.45725, -3.01841, 0.44301], [0.63927, -4.33919, 0.18249], [0.66700, -2.54302, 0.21600], [1.47662, -3.37747, 1.53657], [-3.60782, -1.74045, -0.12737], [-2.50986, -0.84653, 0.38589], [-2.68545, 0.34035, 0.34336], [-1.48597, -1.34821, 0.88445], [-3.90440, -2.48031, 0.61611], [-3.26465, -2.11499, -1.09176], [-4.47643, -1.10575, -0.30277], [0.23809, -0.55915, -3.96899], [1.06940, 0.45316, -4.68464], [2.27068, 0.34515, -4.51457], [0.50685, 1.35209, -5.26820], [0.66778, -0.99027, -3.06478], [-0.05081, -1.38580, -4.61806], [-0.66803, -0.01195, -3.70896], [0.01277, -2.67671, -1.92959], [-0.50730, -3.60855, -2.95805], [-1.51574, -3.27678, -3.58602], [0.23780, -4.52506, -3.30583], [-0.80982, -2.18247, -1.41269], [0.64578, -1.93026, -2.40939], [0.57106, -3.27871, -1.21264], [3.33709, -0.96148, -1.18602], [2.63002, 0.36224, -1.19833], [2.34296, 0.82941, -0.08297], [2.33237, 0.82114, -2.28030], [3.25331, -1.56449, -2.09015], [3.00975, -1.55069, -0.32941], [4.38678, -0.71822, -1.02152], [-2.30014, 2.25439, -0.38161], [-3.72468, 2.73826, -0.53451], [-4.29964, 3.20490, 0.44415], [-4.34122, 2.49441, -1.60553], [-2.01520, 1.69086, -1.27006], [-2.26309, 1.63515, 0.51464], [-1.80657, 3.22209, -0.29193], [0.54985, 3.41694, 0.25279], [0.14813, 4.40849, -0.70908], [0.57519, 4.40859, -1.87112], [-0.57012, 5.31336, -0.29362], [1.07726, 3.95687, 1.03918], [1.10297, 2.64065, -0.27592], [-0.40564, 3.00465, 0.57707], [-0.19094, 0.79124, 0.01823], [0.45651, -0.49455, -0.31771], [1.05680, -1.02691, 0.57710], [0.60319, -0.93104, -1.50424], [-0.91664, 1.07717, -0.74315], [0.57727, 1.48860, 0.35237], [-0.88332, 0.57951, 0.83302], [-0.81752, 3.50466, 2.94948], [-1.73166, 2.72728, 2.19457], [-1.33428, 1.78168, 1.49438], [-2.91432, 2.97596, 2.34106], [0.18806, 3.08947, 2.88215], [-1.18393, 3.54649, 3.97518], [-0.95777, 4.53106, 2.61047], [-1.66251, -0.01279, 2.97761], [-0.41393, 0.53514, 3.60716], [-0.47903, 1.57601, 4.24909], [0.62701, -0.06517, 3.42574], [-1.82492, -0.90616, 3.58061], [-1.54888, -0.19630, 1.90920], [-2.45766, 0.69280, 3.21842]], "atomic_forces_ev_per_a": [[0.881, -0.869, 2.032], [1.035, 2.892, 1.026], [0.565, -0.990, 1.141], [-1.016, -0.643, -0.770], [0.329, -0.364, 0.049], [1.487, -0.065, 0.723], [1.065, 0.115, 2.156], [0.087, -0.332, 0.786], [-2.260, -3.338, -2.420], [0.605, -0.322, 1.590], [2.114, -0.906, 0.622], [0.602, -0.202, 0.102], [0.060, -1.728, 0.670], [-0.654, -0.602, -0.401], [-0.328, 0.638, -0.317], [-0.376, -3.126, 0.228], [-3.107, -5.083, 0.443], [-2.104, -1.513, -2.347], [0.696, -0.132, -0.144], [0.031, -0.439, 0.207], [0.253, 0.180, -0.025], [-1.038, 0.118, -1.013], [0.879, -0.543, 1.034], [-0.383, -0.161, -1.600], [-0.067, -0.100, -0.189], [0.565, 2.260, -3.096], [0.172, 0.298, -0.444], [-0.048, -0.193, 0.106], [-2.102, -4.583, -0.974], [0.419, -0.493, -1.775], [0.288, -0.317, 0.792], [-0.982, 0.657, 0.631], [-0.516, -0.802, -0.800], [-0.711, -5.003, -1.278], [-0.813, 0.599, -1.906], [0.896, 0.724, 0.058], [0.531, -0.531, -0.477], [2.097, 0.854, -1.748], [0.407, 0.781, 2.125], [-0.258, 0.940, -0.115], [0.524, 1.961, -1.455], [0.043, 0.034, 0.059], [-2.943, 4.818, -3.722], [-2.730, -1.181, -1.254], [0.725, 0.002, -1.546], [1.678, 0.421, 1.756], [-1.045, 1.123, -0.428], [-0.596, 3.007, -1.895], [0.067, -0.236, -0.407], [0.188, 0.206, -0.454], [0.515, 2.946, -2.708], [-0.456, -0.868, 1.760], [-0.089, -0.683, 0.315], [0.098, -0.322, -0.138], [0.631, 1.241, 0.084], [1.373, 0.681, 0.056], [-0.228, -3.085, -0.777], [0.980, 1.087, -2.384], [-3.252, 1.568, -1.708], [0.724, 8.358, 8.330], [2.238, -0.321, -0.205], [-0.795, -1.795, -0.418], [2.687, -1.415, -1.698], [0.908, 2.291, 0.643], [-2.614, -0.305, 1.212], [1.083, 4.343, 7.488], [1.218, -0.741, 0.115], [-0.303, 0.543, 0.000], [0.146, -0.232, -0.276], [0.516, 0.100, -0.457], [-0.353, 0.230, 2.596], [0.385, 0.380, -0.033], [-0.235, -1.693, 0.381], [-0.859, 0.257, 0.303], [-0.094, -0.330, -0.382], [0.532, 0.138, 2.591], [0.038, -0.203, -0.029]], "mulliken_charge": [-1.394, 1.238, -0.653, -0.682, 0.431, 0.473, 0.836, -0.303, 1.444, -0.697, -0.587, 0.412, -0.255, 0.804, -1.008, 0.479, -0.064, -0.219, 0.321, 0.308, 0.382, -0.755, 1.113, -0.535, -0.635, 0.391, 0.478, 0.364, 0.603, 0.973, -0.643, -0.619, -0.121, -0.066, -0.599, -0.966, 1.042, -0.536, -0.583, 0.372, -0.017, 0.329, -1.369, 1.077, -0.601, -0.644, 0.921, 0.698, 0.363, 0.255, 1.065, -0.619, -0.597, 0.489, 0.207, -0.884, -0.679, 0.025, -0.507, 0.206, 0.481, 1.010, -1.987, -1.262, 0.766, -0.289, -0.648, 0.329, 0.424, 0.439, -2.314, 1.222, -0.648, -0.647, 0.451, 1.984, 0.424], "gap_ev": 8.2, "e_homo_ev": -10.59, "e_above_lowest_kj_mol": 2134.6, "largest_force_ev_per_a": 11.8}